C12H8N2O6Ru as an isolated structure, computed with ωB97M-V/def2-TZVPD.

XYZ file:
```
29
Properties=species:S:1:pos:R:3:nbo_charge:R:1
Ru 0.03109 1.19151 -0.84205 1.382
C -0.40823 2.88138 -2.47722 -0.200
C -0.29159 1.66689 -3.18233 -0.174
C 1.05459 1.17410 -3.02901 -0.172
C 1.75145 2.06022 -2.18561 -0.210
C 0.82433 3.07797 -1.77438 -0.170
H -1.29453 3.49318 -2.37876 0.301
H -1.07415 1.17169 -3.74055 0.301
H 1.43519 0.25426 -3.45013 0.299
H 2.77424 1.96745 -1.84678 0.303
H 1.03871 3.87895 -1.08007 0.309
O -0.11186 2.10642 3.07799 -0.365
C -0.14849 1.48704 2.08540 0.749
O 0.16208 2.06839 0.82685 -0.619
C -0.41115 0.02412 1.89754 -0.070
C -0.91325 -0.36121 0.65938 -0.357
C -0.82379 -1.69025 0.26774 0.150
C -0.42277 -2.68303 1.12504 -0.178
C -0.05969 -2.26829 2.40099 0.126
C 0.00267 -0.94198 2.80210 -0.124
N 0.38979 -3.32245 3.37277 0.521
O 0.72635 -2.92462 4.45544 -0.294
O 0.34923 -4.45364 2.96206 -0.304
N -0.99855 -1.89933 -1.16969 0.526
O -1.35522 -2.93081 -1.61776 -0.149
O -0.67654 -0.89391 -1.87274 -0.477
H -1.60356 0.28649 0.09289 0.264
H -0.34453 -3.72632 0.84059 0.319
H 0.39816 -0.69424 3.78029 0.313
```

As for the total energy: -30392.7764 eV. The value obtained for the HOMO energy (spin up / spin down) is -17.580 / -17.657 eV. As for the expectation value of S²: 6.0350. The charge is +2. The frontier orbital gap (spin up / spin down) comes out at 7.233 / 6.023 eV. Its spin multiplicity is 5.